(1)
A 2-piece molecular cluster, C3H10S2 overall. Source: the Open Molecules 2025 dataset; level of theory: ωB97M-V/def2-TZVPD.

```
! wB97M-V def2-TZVPD RIJCOSX def2/J DEFGRID3
* xyz 0 1
C -1.860 2.332 1.359
C -0.749 1.464 0.675
S 0.772 1.297 1.728
H -1.649 3.442 1.147
H -1.958 2.292 2.461
H -2.769 2.117 0.880
H -0.995 0.378 0.515
H -0.492 1.978 -0.295
H 0.205 1.453 2.930
C 0.575 -1.406 -0.946
S 0.424 -2.519 -2.355
H 1.442 -1.579 -0.313
H 0.453 -0.374 -1.351
H -0.313 -1.590 -0.270
H -0.858 -2.904 -2.210
*
```

Output
HOMO	-9.04	eV
orbital gap	9.85	eV
relative energy (zero: lowest compared OMol25 entry of this formula, charge and spin)	20.4	kcal/mol
LUMO level	0.82	eV
SMILES string	CCS.CS

Atom charges from the Löwdin analysis, given in e for atoms 1 to 5: -0.174, -0.593, 0.638, 0.095, 0.062

(2)
A 2-piece molecular cluster, C3H10SSi overall. Source: the Open Molecules 2025 dataset; level of theory: ωB97M-V/def2-TZVPD.

```
! wB97M-V def2-TZVPD RIJCOSX def2/J DEFGRID3
* xyz 0 3
C 0.758 -0.303 3.351
C -0.348 -1.003 1.111
C 0.775 -0.583 2.063
Si -1.885 0.165 -3.364
S 0.286 0.395 -3.070
H -0.097 -0.258 3.951
H 1.590 0.055 3.938
H 0.360 -0.880 -2.963
H -0.152 -2.009 0.914
H -0.256 -0.576 0.187
H -1.264 -0.794 1.614
H 1.738 -0.496 1.423
H -2.275 -0.784 -2.315
H -2.468 -0.244 -4.640
H -2.438 1.459 -2.855
*
```

Output
HOMO (alpha / beta)	-4.95 / -9.81	eV
orbital gap (alpha / beta)	5.61 / 7.94	eV
relative energy (zero: lowest compared OMol25 entry of this formula, charge and spin)	28.9	kcal/mol
LUMO level (alpha / beta)	0.66 / -1.86	eV
⟨S²⟩	2.01

Atom charges from the Löwdin analysis, given in e for atoms 1 to 5: -0.043, -0.082, -0.233, 0.305, 0.319

(3)
C3H11AlBCaO3S as an isolated structure. Source: the Open Molecules 2025 dataset; level of theory: ωB97M-V/def2-TZVPD.

```
! wB97M-V def2-TZVPD RIJCOSX def2/J DEFGRID3
* xyz 1 1
C -1.309 -1.836 1.882
C -1.651 -1.429 0.426
B -0.526 -0.574 -0.256
O 0.099 -1.132 -1.379
Al 0.116 1.292 0.714
C 0.904 2.579 -0.600
S 2.242 1.980 -1.534
O 2.095 2.304 -2.927
O 3.471 2.215 -0.829
H -2.119 -1.575 2.558
H -1.142 -2.909 1.989
H -0.418 -1.319 2.236
H -2.598 -0.887 0.402
H -1.850 -2.374 -0.200
H 0.018 -2.111 -1.232
H -1.250 1.836 1.349
H 1.097 0.708 1.845
H 0.153 2.949 -1.299
H 1.309 3.417 -0.025
H 2.039 0.636 -1.462
Ca -0.679 -3.769 -1.659
*
```

Output
HOMO	-11.80	eV
orbital gap	4.51	eV
LUMO level	-7.29	eV

Atom charges from the Löwdin analysis, given in e for atoms 1 to 5: -0.090, -0.208, -0.489, -0.003, 0.416

(4)
C3H11AsBrO3S as an isolated structure. Source: the Open Molecules 2025 dataset; level of theory: ωB97M-V/def2-TZVPD.

```
! wB97M-V def2-TZVPD RIJCOSX def2/J DEFGRID3
* xyz -1 1
O 2.285 -0.302 1.996
S 1.969 -0.885 0.734
O 1.255 -2.116 0.648
O 3.404 -1.139 0.030
C 1.343 0.379 -0.355
C 0.279 1.319 0.237
C -1.153 1.206 -0.284
As -2.026 -0.629 -0.230
Br -4.000 0.340 1.097
H 3.212 -1.618 -0.784
H 2.243 0.950 -0.577
H 1.004 -0.127 -1.258
H 0.320 1.277 1.325
H 0.622 2.324 -0.026
H -1.772 1.845 0.345
H -1.219 1.609 -1.300
H -1.324 -0.865 1.149
H -2.745 -2.021 -0.134
H -2.830 -0.283 -1.537
H -0.866 -1.264 -1.077
*
```

Output
HOMO	-3.92	eV
orbital gap	6.56	eV
LUMO level	2.64	eV

Atom charges from the Löwdin analysis, given in e for atoms 1 to 5: -0.279, 0.562, -0.298, -0.187, -0.269

Taking the records one at a time from the top gives max |F| values of 0.0498 0.2589 0.0353 0.0332 hartree/bohr.
Taking the records one at a time from the top gives DFT total energy values of -24942.814 -21979.906 -45966.720 -151146.454 eV.